1.
Molecular formula: C5H8N3O
Method: DFT, the ωB97M-V functional and the def2-TZVPD basis

Computed properties:
* net charge: +1
* HOMO energy (alpha / beta): -0.494 / -0.491 hartree
* SMILES string: C=C1C[NH+]=C(N=O)N1C
* spin multiplicity: 1

Element x y z (Å)
C (0.11731, -0.94397, -0.34190)
C (-0.33564, 1.33108, -0.21489)
C (0.72528, -2.06538, 0.02520)
C (-0.70958, -0.50068, -1.52739)
C (0.79034, 0.10073, 1.77124)
N (-0.59075, 2.51317, 0.48050)
N (0.12048, 0.16660, 0.52495)
N (-0.94070, 0.88388, -1.29522)
O (-0.71805, 3.60723, -0.04667)
H (1.01447, -2.16158, 1.02002)
H (0.80173, -2.91252, -0.54370)
H (-0.19254, -0.67014, -2.61325)
H (-1.77398, -0.98891, -1.53516)
H (0.22142, -0.60708, 2.42444)
H (1.88612, -0.30402, 1.56482)
H (0.79568, 0.97219, 2.29049)
H (-1.21161, 1.57939, -1.98347)


2.
Molecular formula: C5H8N4
Method: DFT, the ωB97M-V functional and the def2-TZVPD basis

Computed properties:
* net charge: +2
* HOMO energy: -0.703 hartree
* SMILES string: C1=NCN2C=[NH+]C=[NH+][C@@H]12
* spin multiplicity: 1

Element x y z (Å)
C (1.63571, -1.17528, -0.10649)
C (-0.73018, 1.35945, 0.06849)
C (-1.92145, -0.64009, -0.36017)
C (1.72752, 1.04108, -0.03190)
C (0.28758, -0.70212, 0.56247)
N (2.28081, -0.15433, -0.42262)
N (0.33959, 0.71777, 0.28310)
N (-1.93641, 0.69064, -0.12752)
N (-0.93247, -1.34919, -0.06150)
H (1.73619, -2.27455, -0.12199)
H (-0.61632, 2.45109, -0.22011)
H (-2.83588, -1.15378, -0.76285)
H (2.28384, 1.59327, 0.85837)
H (1.96055, 1.80681, -0.83181)
H (0.22811, -1.05289, 1.67167)
H (-2.82076, 1.21758, -0.16671)
H (-0.68645, -2.37547, -0.23043)


3.
Molecular formula: C5H8N4OS2
Method: DFT, the ωB97M-V functional and the def2-TZVPD basis

Computed properties:
* net charge: +2
* HOMO energy: -0.579 hartree
* spin multiplicity: 1

Element x y z (Å)
C (-2.86209, 0.92073, -1.00676)
C (-3.40345, 0.64412, 0.14317)
C (2.31068, 0.33315, 1.26149)
C (-1.57359, 0.33103, -1.02853)
C (2.56350, -0.80892, -0.52322)
N (-1.38431, -0.30649, 0.16820)
N (1.74457, -0.49684, 0.44880)
N (3.59237, 0.51543, 0.86510)
N (-2.51070, -0.19145, 0.98387)
O (3.80151, -0.13373, -0.27957)
S (-0.30186, 0.49092, -2.05027)
S (2.24926, -1.73649, -1.87317)
H (-3.41525, 1.29347, -1.76744)
H (-4.47799, 0.68760, 0.35235)
H (1.85408, 0.60867, 2.27686)
H (-0.41184, -0.61772, 0.37514)
H (4.19267, 1.22028, 1.11585)
H (-2.22096, 0.23979, 1.81422)
H (-3.13708, -0.96550, 1.08998)
H (3.39045, -2.02805, -2.36606)


4.
Molecular formula: C5H8N5
Method: DFT, the ωB97M-V functional and the def2-TZVPD basis

Computed properties:
* net charge: +1
* HOMO energy (alpha / beta): -0.466 / -0.468 hartree
* spin multiplicity: 1

Element x y z (Å)
C (-2.76840, 1.50516, 0.11440)
C (-1.64799, 0.76592, 0.04268)
C (-1.09620, -1.61192, 0.07826)
C (0.23648, -1.43102, -0.31810)
C (1.87651, 0.22205, -0.74476)
N (-3.74651, 0.58865, 0.11945)
N (-3.28228, -0.61046, 0.13945)
N (-1.99823, -0.58009, 0.04902)
N (0.66065, -0.24741, -0.64434)
N (2.56606, 0.69613, 0.71785)
H (-3.08573, 2.47990, 0.06092)
H (-1.58686, -2.60839, 0.19455)
H (1.01242, -2.19928, -0.42327)
H (1.90336, 1.01564, -1.50262)
H (2.49640, -0.66541, -1.07924)
H (3.44923, 1.27599, 0.49983)
H (2.00235, 1.35512, 1.27897)
H (3.00875, 0.04943, 1.41695)


| no. | energy (eV) |
| --- | --- |
| 1 | -11821.00003 |
| 2 | -11255.12971 |
| 3 | -34971.48760 |
| 4 | -12751.06335 |